#1
Below is a 2-piece molecular cluster, C5H15N2O overall, with properties calculated with ωB97M-V/def2-TZVPD.

Each line ends with the natural charge from an NBO analysis.
Cartesian coordinates (Å):
C: -2.911 0.476 -0.307  -0.610
C: 1.528 -1.552 -0.681  -0.413
C: 1.391 -0.640 1.432  -0.394
C: -1.501 0.618 0.312  -0.489
C: -0.650 -0.514 -0.170  0.468
N: -0.821 -1.676 -0.669  -0.586
N: 0.851 -0.412 0.064  -0.426
O: 1.484 2.074 -0.829  -0.964
H: -3.274 -0.472 -0.114  0.213
H: -3.451 1.205 0.347  0.243
H: -2.976 0.791 -1.440  0.245
H: 1.150 -1.629 -1.639  0.237
H: 2.606 -1.452 -0.889  0.227
H: 1.457 -2.451 -0.205  0.225
H: 2.416 -0.714 1.481  0.238
H: 1.102 0.320 1.905  0.209
H: 0.777 -1.533 1.733  0.241
H: -1.390 0.706 1.484  0.252
H: -0.951 1.452 0.065  0.235
H: -1.790 -1.845 -0.853  0.374
H: 1.409 2.493 -0.008  0.479
H: 1.269 0.329 -0.480  0.477
H: 2.106 2.695 -1.340  0.516

## Properties
LUMO level: -2.932 eV
Gap between HOMO and LUMO: 0.4408 Eh
Charge: +1

#2
Below is a 2-piece molecular cluster, C5H15N2O overall, with properties calculated with ωB97M-V/def2-TZVPD.

Each line ends with the natural charge from an NBO analysis.
Cartesian coordinates (Å):
C: -0.324 -3.230 0.009  -0.629
C: 0.691 -2.260 0.606  -0.415
C: 0.048 -0.935 1.030  -0.414
C: -0.439 -0.087 -0.134  -0.229
N: 0.795 2.409 -1.110  -0.723
C: 1.120 1.219 -1.568  0.392
N: 0.627 0.102 -1.140  -0.494
H: -1.320 -3.064 0.401  0.212
H: -0.360 -3.187 -1.080  0.203
H: -0.091 -4.275 0.199  0.241
H: 1.239 -2.671 1.450  0.238
H: 1.526 -2.139 -0.097  0.183
H: -0.832 -1.247 1.596  0.232
H: 0.623 -0.356 1.751  0.223
H: -0.765 0.872 0.213  0.208
H: -1.254 -0.585 -0.647  0.233
H: 0.169 2.545 -0.328  0.431
H: 1.203 3.245 -1.494  0.436
H: 1.942 1.226 -2.267  0.232
H: 0.965 -0.770 -1.522  0.436
H: -1.783 5.129 1.129  0.480
H: -1.811 3.879 1.952  0.472
O: -1.968 4.181 1.049  -0.949

## Properties
LUMO level: -3.066 eV
Gap between HOMO and LUMO: 0.4313 Eh
Charge: +1

#3
Below is a 2-piece molecular cluster, C5H15N2O overall, with properties calculated with ωB97M-V/def2-TZVPD.

Each line ends with the natural charge from an NBO analysis.
Cartesian coordinates (Å):
C: 0.420 0.706 -2.275  -0.203
C: -0.803 0.625 -1.289  -0.431
C: -0.391 0.058 0.043  -0.165
C: -0.682 -1.258 0.309  0.053
N: -0.180 -1.908 1.393  -0.784
C: 0.465 0.853 0.911  -0.661
N: 0.068 1.833 -3.358  -0.703
H: 0.625 -0.239 -2.793  0.237
H: 1.356 1.096 -1.770  0.228
H: -1.654 0.011 -1.726  0.229
H: -1.278 1.538 -1.189  0.194
H: -1.130 -1.951 -0.418  0.198
H: -0.216 -2.882 1.257  0.379
H: 0.473 -1.589 1.983  0.407
H: -0.213 0.970 1.846  0.247
H: 0.687 1.810 0.676  0.213
H: 1.354 0.215 1.140  0.215
H: -0.959 2.170 -3.197  0.450
H: 0.002 1.383 -4.226  0.438
H: 0.741 2.550 -3.210  0.447
H: 1.419 -0.487 4.171  0.493
H: 0.293 -1.663 4.532  0.501
O: 0.653 -1.040 3.810  -0.981

## Properties
LUMO level: -3.475 eV
Gap between HOMO and LUMO: 0.2571 Eh
Charge: +1

#4
Below is an isolated ion of composition C5H15N2O and charge +1, with properties calculated with ωB97M-V/def2-TZVPD.

Each line ends with the natural charge from an NBO analysis.
Cartesian coordinates (Å):
C: 0.431 2.450 1.852  -0.462
N: 0.769 1.334 0.802  -0.537
C: 0.727 -0.122 1.347  -0.248
C: 0.700 -1.260 0.367  -0.290
N: -0.690 -1.552 -0.042  -0.648
C: -0.922 -1.698 -1.441  -0.239
C: -0.649 -0.284 -2.367  -0.078
O: -0.580 0.904 -1.665  -0.757
H: 0.613 2.034 2.934  0.246
H: -0.611 2.148 2.050  0.244
H: 0.853 3.468 1.706  0.276
H: 1.643 1.494 0.350  0.422
H: 0.106 1.332 -0.024  0.472
H: 1.513 -0.373 2.128  0.246
H: -0.154 -0.080 2.118  0.233
H: 1.138 -2.234 0.849  0.241
H: 1.415 -1.175 -0.539  0.227
H: -1.078 -2.358 0.347  0.380
H: -0.347 -2.496 -1.996  0.172
H: -2.057 -1.982 -1.329  0.207
H: 0.154 -0.688 -2.926  0.194
H: -1.507 -0.261 -2.955  0.187
H: -1.466 1.400 -1.565  0.511

## Properties
LUMO level: -2.879 eV
SMILES: C[NH2+]CCNCCO
Gap between HOMO and LUMO: 0.3556 Eh
Charge: +1

Referenced to the most stable arrangement, the calculated values in hartree are #1 0.0966; #2 0.0000; #3 0.0848; #4 0.1322.

#1
Below is an isolated ion of composition C5H15N2O and charge +1, with properties calculated with ωB97M-V/def2-TZVPD.

Each line ends with the natural charge from an NBO analysis.
Cartesian coordinates (Å):
C: -2.229 -1.583 1.031  -0.657
C: -1.067 -0.880 0.363  0.076
O: -1.167 -0.805 -1.068  -0.766
C: -0.967 0.550 0.869  -0.234
N: 0.148 1.254 0.225  -0.660
C: 1.493 0.811 0.581  -0.252
C: 2.283 0.857 -0.732  -0.237
N: 1.414 0.230 -1.764  -0.710
H: -2.043 -2.646 1.245  0.235
H: -2.557 -1.150 1.979  0.238
H: -3.124 -1.664 0.404  0.226
H: -0.156 -1.459 0.569  0.165
H: -1.929 -1.297 -1.389  0.499
H: -0.877 0.553 1.953  0.194
H: -1.888 1.076 0.594  0.226
H: 0.071 2.252 0.371  0.391
H: 1.403 -0.174 1.040  0.210
H: 1.948 1.438 1.346  0.227
H: 3.244 0.370 -0.692  0.235
H: 2.426 1.905 -0.941  0.226
H: 1.569 -0.773 -1.854  0.439
H: 1.562 0.661 -2.677  0.436
H: 0.441 0.476 -1.454  0.493

## Properties
LUMO level: -2.943 eV
SMILES: C[C@@H](O)CNCC[NH3+]
Gap between HOMO and LUMO: 0.3908 Eh
Charge: +1

#2
Below is a 3-piece molecular cluster, C5H15N2O overall, with properties calculated with ωB97M-V/def2-TZVPD.

Each line ends with the natural charge from an NBO analysis.
Cartesian coordinates (Å):
N: -2.034 0.034 0.533  -0.717
C: -0.641 -0.470 0.465  -0.197
C: -0.684 -1.882 -0.369  -0.370
C: 0.634 -2.160 -1.023  -0.225
C: 0.848 -1.929 -2.317  -0.294
C: 0.240 -0.112 1.583  -0.044
N: 0.301 2.567 1.392  -0.870
H: -0.015 1.436 1.759  0.297
H: -2.034 1.087 0.611  0.375
H: -2.452 -0.224 1.361  0.359
H: -0.277 0.111 -0.391  0.225
H: -0.986 -2.775 0.284  0.240
H: -1.422 -1.834 -1.170  0.271
H: 1.443 -2.658 -0.361  0.216
H: 1.741 -2.203 -2.712  0.205
H: 0.237 -1.432 -3.068  0.218
H: 1.241 0.157 1.268  0.233
H: 0.313 -0.904 2.318  0.253
H: 1.311 2.479 1.093  0.388
H: 0.222 3.391 2.097  0.435
H: 0.289 2.008 -0.559  0.458
H: 1.124 3.051 -1.337  0.474
O: 0.604 2.263 -1.457  -0.930

## Properties
LUMO level: -8.533 eV
Gap between HOMO and LUMO: 0.1831 Eh
Charge: +1

Referenced to the most stable arrangement, the calculated values in hartree are #1 0.0000; #2 0.2732.

#1
Below is a 2-piece molecular cluster, C5H15N2O overall, with properties calculated with ωB97M-V/def2-TZVPD.

Each line ends with the natural charge from an NBO analysis.
Cartesian coordinates (Å):
C: -2.206 -1.166 -0.197  -0.649
C: -1.086 -0.177 0.012  -0.034
C: 0.275 -0.868 0.147  -0.472
C: 1.348 0.071 0.613  0.146
C: 2.183 -0.230 1.608  -0.468
N: 1.340 1.331 -0.007  -0.876
N: -1.276 0.610 1.294  -0.685
H: -2.479 -1.629 0.759  0.220
H: -3.097 -0.747 -0.663  0.238
H: -1.942 -2.041 -0.789  0.257
H: -1.114 0.570 -0.773  0.231
H: 0.531 -1.157 -0.866  0.256
H: 0.184 -1.767 0.750  0.235
H: 2.107 -1.116 2.224  0.214
H: 3.152 0.249 1.698  0.219
H: 1.444 1.397 -1.017  0.423
H: 2.035 1.917 0.438  0.389
H: -2.219 0.992 1.381  0.440
H: -0.600 1.383 1.284  0.465
H: -1.025 0.029 2.096  0.439
H: 1.276 0.241 -3.596  0.487
H: 0.192 1.206 -3.444  0.481
O: 0.975 0.900 -2.952  -0.958

## Properties
LUMO level: -3.045 eV
Gap between HOMO and LUMO: 0.3403 Eh
Charge: +1

#2
Below is a 2-piece molecular cluster, C5H15N2O overall, with properties calculated with ωB97M-V/def2-TZVPD.

Each line ends with the natural charge from an NBO analysis.
Cartesian coordinates (Å):
C: 0.695 0.055 -2.822  -0.629
C: -0.601 -0.242 -2.117  -0.322
C: -1.069 -1.480 -1.986  0.138
O: -2.346 -1.790 -1.467  -0.688
H: 1.359 0.594 -2.166  0.194
H: 1.245 -0.835 -3.134  0.218
H: 0.487 0.663 -3.791  0.233
H: -1.216 0.622 -1.816  0.210
H: -0.538 -2.350 -2.289  0.170
H: -2.412 -2.768 -1.493  0.484
C: -0.031 0.558 2.067  -0.259
N: -0.884 1.247 1.062  -0.806
C: 1.361 1.091 1.743  -0.209
N: 2.304 0.525 2.780  -0.675
H: -0.094 -0.539 2.020  0.192
H: -0.326 0.973 3.069  0.206
H: -0.694 0.773 0.175  0.370
H: -1.825 0.955 1.344  0.377
H: 1.399 2.138 1.889  0.236
H: 1.747 0.751 0.800  0.223
H: 3.291 0.777 2.544  0.451
H: 2.052 0.768 3.733  0.446
H: 2.229 -0.495 2.643  0.440

## Properties
LUMO level: -3.827 eV
Gap between HOMO and LUMO: 0.2833 Eh
Charge: +1

Referenced to the most stable arrangement, the calculated values in hartree are #1 0.0000; #2 0.0565.

#1
Below is a 2-piece molecular cluster, C5H15N2O overall, with properties calculated with ωB97M-V/def2-TZVPD.

Each line ends with the natural charge from an NBO analysis.
Cartesian coordinates (Å):
C: -1.384 -0.389 0.569  -0.258
C: -1.327 0.440 -0.734  -0.460
C: 0.021 0.962 -1.091  -0.467
N: 1.881 1.945 2.116  -0.785
C: 1.026 1.741 1.057  0.020
C: 1.277 1.025 -0.037  -0.400
N: -0.346 -1.454 0.724  -0.727
H: -2.454 -0.745 0.597  0.249
H: -1.325 0.328 1.426  0.233
H: -1.676 -0.158 -1.769  0.243
H: -2.062 1.374 -0.872  0.272
H: -0.110 1.954 -1.465  0.234
H: 0.453 0.574 -2.146  0.221
H: 2.957 1.600 1.934  0.388
H: 1.791 2.856 2.373  0.380
H: 0.021 2.143 1.282  0.194
H: 2.336 0.762 -0.498  0.247
H: 0.515 -0.900 0.823  0.453
H: -0.352 -2.015 1.604  0.448
H: -0.151 -2.034 -0.154  0.483
H: -0.941 -3.809 -1.844  0.490
H: 0.293 -3.092 -2.296  0.501
O: -0.442 -3.109 -1.599  -0.958

## Properties
LUMO level: -2.917 eV
Gap between HOMO and LUMO: 0.3320 Eh
Charge: +1

#2
Below is an isolated ion of composition C5H15N2O and charge +1, with properties calculated with ωB97M-V/def2-TZVPD.

Each line ends with the natural charge from an NBO analysis.
Cartesian coordinates (Å):
N: -1.432 1.694 -1.112  -0.915
C: 0.038 2.231 -1.363  -0.208
C: 1.012 1.923 -0.220  -0.407
C: 1.160 0.323 0.091  -0.436
C: -0.007 -0.673 0.100  -0.058
N: -1.130 -0.281 1.137  -0.725
C: 0.747 -2.057 0.497  -0.070
O: -0.173 -3.074 0.776  -0.732
H: -2.023 2.543 -0.872  0.386
H: -1.788 1.244 -1.904  0.377
H: 0.383 1.561 -2.291  0.189
H: 0.020 3.225 -1.655  0.212
H: 0.789 2.385 0.720  0.202
H: 1.982 2.307 -0.447  0.240
H: 1.749 -0.052 -0.701  0.240
H: 1.644 0.339 1.083  0.213
H: -0.519 -0.650 -0.915  0.240
H: -1.537 0.541 0.710  0.470
H: -1.792 -1.097 1.248  0.469
H: -0.509 0.013 1.895  0.436
H: 1.441 -2.424 -0.343  0.204
H: 1.400 -1.774 1.350  0.170
H: 0.387 -3.936 1.105  0.505

## Properties
LUMO level: -2.958 eV
SMILES: NCCC[C@H]([NH3+])CO
Gap between HOMO and LUMO: 0.4004 Eh
Charge: +1

Referenced to the most stable arrangement, the calculated values in hartree are #1 0.0401; #2 0.0000.

#1
Below is one molecule with the formula C3H4BrN, with properties calculated with ωB97M-V/def2-TZVPD.

Each line ends with the natural charge from an NBO analysis.
Cartesian coordinates (Å):
H: -1.964 2.776 -0.286  0.305
N: -1.105 2.380 0.064  -0.477
C: -1.085 0.617 0.069  0.015
Br: -2.636 -0.306 -0.133  0.150
C: 0.246 0.120 0.068  -0.310
C: 0.525 -1.228 0.029  -0.337
H: 0.857 0.915 0.446  0.253
H: 1.558 -1.328 -0.143  0.191
H: 0.000 -2.062 -0.374  0.211

## Properties
LUMO level (alpha / beta): -0.830 / -0.595 eV
SMILES: [H]/N=C(\Br)C=C
Gap between HOMO and LUMO (alpha / beta): 0.3485 / 0.2882 Eh
Charge: 0

#2
Below is C3H4BrN as an isolated structure, with properties calculated with ωB97M-V/def2-TZVPD.

Each line ends with the natural charge from an NBO analysis.
Cartesian coordinates (Å):
C: -1.467 0.634 -0.147  0.014
C: 0.147 -0.502 0.479  -0.299
C: -0.413 0.013 -0.856  -0.191
N: -0.896 0.392 0.979  -0.339
Br: 3.702 -0.400 0.145  -0.017
H: -2.420 1.136 -0.466  0.217
H: -0.114 -1.600 0.478  0.230
H: 1.241 -0.215 0.905  0.198
H: 0.220 0.543 -1.518  0.187

## Properties
LUMO level (alpha / beta): -0.183 / -3.747 eV
Gap between HOMO and LUMO (alpha / beta): 0.3555 / 0.1640 Eh
Charge: 0

#3
Below is a 2-piece molecular cluster, C3H4BrN overall, with properties calculated with ωB97M-V/def2-TZVPD.

Each line ends with the natural charge from an NBO analysis.
Cartesian coordinates (Å):
C: 0.475 0.014 -2.179  0.129
C: -0.407 0.577 0.146  -0.672
C: -0.439 -0.231 -1.188  -0.074
N: 1.054 0.410 -3.093  -0.244
Br: -1.985 -1.373 -1.475  0.116
H: 0.377 1.243 0.194  0.233
H: -0.247 -0.103 1.039  0.241
H: -1.384 1.015 0.588  0.250
H: 1.486 -1.884 -0.993  0.020

## Properties
LUMO level (alpha / beta): -1.468 / -0.652 eV
Gap between HOMO and LUMO (alpha / beta): 0.3419 / 0.3074 Eh
Charge: 0

Referenced to the most stable arrangement, the calculated values in hartree are #1 0.0000; #2 0.0117; #3 0.0032.